Entry 1:
{
  "formula": "C26H24F2N3O6STa",
  "method": "wB97M-V/def2-TZVPD",
  "homo_energy_ev": -14.763,
  "charge": 2,
  "relative_energy_kcal_mol": 27.5,
  "largest_force_ev_per_a": 1.14,
  "species": ["Ta", "F", "C", "C", "C", "C", "C", "F", "C", "C", "C", "C", "C", "C", "N", "H", "H", "H", "H", "H", "H", "C", "C", "C", "C", "C", "C", "C", "S", "O", "O", "O", "H", "H", "H", "H", "H", "H", "H", "C", "C", "C", "C", "C", "C", "O", "N", "C", "O", "N", "C", "O", "H", "H", "H", "H", "H", "H", "H", "H", "H", "H", "H"],
  "coordinates": [[0.52985, -0.42752, -0.34928], [-2.23387, -4.83583, -1.92484], [-1.09982, -4.15558, -1.98545], [-0.98995, -2.97359, -1.26849], [0.20132, -2.26305, -1.32697], [1.28149, -2.73149, -2.10827], [1.10858, -3.91811, -2.81075], [2.09317, -4.40101, -3.56817], [-0.06861, -4.64168, -2.76304], [2.50986, -1.92858, -2.07694], [3.71200, -2.23444, -2.69036], [4.80691, -1.40183, -2.50981], [4.70029, -0.27451, -1.70567], [3.49093, -0.00621, -1.11664], [2.41116, -0.80131, -1.30693], [-1.83445, -2.64117, -0.68020], [-0.17158, -5.56332, -3.31978], [3.79675, -3.11977, -3.29705], [5.74615, -1.64358, -2.98957], [5.53826, 0.38433, -1.53351], [3.34775, 0.85869, -0.48524], [0.18112, -0.02470, 8.02693], [0.14410, -0.13323, 6.53617], [0.51562, 0.95059, 5.73082], [0.49498, 0.85458, 4.35756], [0.08803, -0.35905, 3.79535], [-0.29066, -1.46459, 4.56391], [-0.25836, -1.33191, 5.93302], [0.06287, -0.50917, 2.11075], [1.46346, -0.64494, 1.43698], [-0.65186, -1.65448, 1.55837], [-0.40518, 0.69210, 1.35028], [0.35047, 0.99790, 8.35448], [0.98450, -0.64882, 8.42411], [-0.75060, -0.38620, 8.46226], [0.81914, 1.87932, 6.19462], [0.77459, 1.69167, 3.73103], [-0.60705, -2.38558, 4.09280], [-0.55342, -2.16758, 6.55387], [-3.27482, 2.57545, 0.02485], [-3.41977, 2.21175, -1.44831], [-2.07335, 2.09883, -2.18936], [-2.31334, 1.79673, -3.70141], [-1.05555, 1.62853, -4.54370], [-1.32563, 3.44518, -2.08589], [-1.83195, 4.46330, -2.43966], [-0.04518, 3.47912, -1.46643], [0.64253, 2.37950, -1.09938], [1.63438, 2.28960, -0.39530], [0.09799, 1.17104, -1.52197], [-1.24601, 1.00411, -1.63432], [-1.58914, -0.11809, -1.19250], [-4.25481, 2.61683, 0.49629], [-2.81559, 3.55772, 0.15199], [-2.68102, 1.83802, 0.57061], [-4.00721, 2.96524, -1.97185], [-3.93644, 1.25723, -1.56077], [-2.90221, 2.63928, -4.06456], [-2.94303, 0.90758, -3.75852], [-0.40314, 2.50235, -4.47951], [-1.33280, 1.51338, -5.58984], [-0.47977, 0.74390, -4.26239], [0.31790, 4.39708, -1.23446]],
  "forces_ev_per_angstrom": [[-0.512, -0.330, -0.960], [-0.002, -0.011, -0.002], [0.039, 0.018, -0.017], [-0.061, 0.071, 0.069], [0.042, -0.081, -0.049], [0.050, 0.081, 0.080], [-0.034, 0.018, -0.019], [0.006, 0.005, -0.004], [-0.015, -0.019, 0.007], [0.063, -0.072, 0.049], [0.003, 0.032, -0.034], [-0.031, 0.010, 0.023], [0.023, -0.024, -0.023], [-0.015, 0.057, 0.036], [-0.073, -0.071, 0.182], [0.000, -0.007, -0.006], [0.008, 0.002, -0.003], [-0.006, 0.000, -0.005], [0.002, 0.000, 0.000], [-0.002, 0.003, 0.003], [-0.008, -0.006, 0.002], [-0.002, -0.009, 0.011], [0.004, -0.001, -0.011], [-0.003, -0.013, -0.008], [0.010, 0.022, -0.022], [0.017, 0.031, -0.145], [-0.013, -0.039, -0.030], [0.001, 0.013, 0.022], [-0.105, -0.054, 0.268], [0.220, 0.043, 0.184], [-0.003, -0.009, 0.007], [-0.038, 0.093, 0.066], [-0.003, 0.002, -0.001], [0.002, 0.000, -0.005], [-0.001, 0.003, 0.000], [0.000, 0.001, 0.002], [0.003, 0.010, 0.020], [0.000, -0.001, 0.009], [-0.001, 0.001, 0.002], [-0.004, -0.006, -0.034], [0.014, 0.002, 0.065], [-0.052, -0.042, -0.039], [0.001, -0.013, -0.033], [-0.024, 0.013, 0.031], [-0.071, -0.003, 0.175], [0.030, 0.002, -0.072], [-0.042, -0.003, -0.062], [0.092, 0.029, 0.012], [0.012, 0.146, -0.083], [0.070, 0.117, 0.061], [0.158, 0.089, 0.092], [0.223, -0.095, 0.183], [0.002, 0.002, 0.008], [-0.002, 0.000, 0.004], [-0.008, 0.007, 0.003], [0.009, 0.000, -0.013], [0.002, 0.001, -0.011], [-0.007, 0.003, 0.008], [-0.008, 0.005, 0.007], [0.006, -0.002, -0.001], [0.008, -0.004, -0.002], [0.008, -0.005, -0.002], [0.020, -0.009, 0.003]]
}

Entry 2:
{
  "formula": "C9H9MnNO4",
  "method": "wB97M-V/def2-TZVPD",
  "homo_energy_ev": [-15.487, -15.477],
  "charge": 2,
  "multiplicity": 6,
  "s2": 8.773,
  "largest_force_ev_per_a": 12.79,
  "species": ["Mn", "C", "O", "C", "O", "C", "O", "C", "O", "C", "H", "H", "C", "H", "H", "C", "C", "C", "N", "H", "H", "H", "H", "H"],
  "coordinates": [[1.02078, 0.54376, 1.51092], [0.23907, 1.66298, 2.76752], [-0.23866, 2.36204, 3.58081], [2.82830, 0.24497, 1.47132], [3.89565, -0.17453, 1.27708], [1.34593, 1.38046, -0.10408], [1.50337, 1.50171, -1.24823], [0.96788, -1.27386, 1.68556], [0.95857, -2.40031, 1.34669], [1.66452, -2.10095, -2.68348], [0.92323, -2.95023, -2.62446], [1.48424, -1.22449, -3.35251], [2.89948, -2.22975, -2.06726], [3.49974, -1.29121, -2.02510], [2.97418, -2.99352, -1.25614], [-3.58690, 1.25505, 0.83615], [-2.83306, 0.98113, -0.50205], [-1.53844, 0.47193, -0.22276], [-0.53132, 0.10752, 0.25552], [-3.87600, 0.29833, 1.29666], [-4.49210, 1.86236, 0.69866], [-2.93385, 1.78448, 1.55032], [-3.40451, 0.27186, -1.10876], [-2.77008, 1.91026, -1.08238]],
  "forces_ev_per_angstrom": [[-3.215, 1.760, 1.801], [-4.537, 6.695, 7.961], [2.722, -4.026, -4.760], [11.147, -2.743, -0.516], [-4.931, 1.968, 0.830], [1.759, 3.189, -10.422], [-0.499, -0.276, 5.060], [-0.625, -12.672, -1.582], [0.126, 6.321, 2.170], [1.826, -0.765, 0.428], [0.793, 1.215, -0.221], [-0.047, -0.997, 0.555], [-3.338, 1.467, 0.796], [0.163, -1.241, -0.295], [0.589, 0.408, -1.144], [0.227, -0.313, 0.666], [-1.497, 0.627, -0.300], [1.827, -0.787, 1.557], [-3.101, 0.368, -1.706], [0.046, 0.357, -0.158], [0.401, -0.250, -0.287], [-0.283, -0.088, -0.308], [0.178, -0.047, -0.072], [0.269, -0.168, -0.052]]
}

Entry 3:
{
  "formula": "C6H6O3Pd",
  "method": "wB97M-V/def2-TZVPD",
  "homo_energy_ev": [-7.981, -9.822],
  "multiplicity": 3,
  "s2": 2.018,
  "largest_force_ev_per_a": 9.04,
  "species": ["O", "C", "O", "C", "H", "H", "C", "H", "H", "H", "C", "C", "C", "O", "Pd", "H"],
  "coordinates": [[-1.81201, -1.15463, -2.93770], [-1.94795, 0.14176, -2.81327], [-2.29690, 0.91222, -3.70683], [1.21111, 0.39103, 1.04209], [1.03702, 1.44317, 1.32236], [2.02325, 0.42360, 0.29734], [1.60476, -0.44370, 2.24910], [1.89048, -1.46124, 1.94890], [2.46083, 0.01445, 2.76121], [0.77653, -0.51807, 2.96632], [-1.70284, 0.43302, -1.38113], [-0.50250, 0.66153, -0.83002], [-0.01758, -0.06711, 0.31919], [-0.60271, -1.13319, 0.67059], [-1.49015, -1.47858, -0.80931], [-0.63133, 1.83574, -1.09884]],
  "forces_ev_per_angstrom": [[-0.115, 0.462, 1.087], [-1.736, -0.078, -3.013], [0.937, -0.587, 1.810], [0.107, 0.546, 0.003], [0.112, -0.233, -0.022], [-0.187, -0.033, 0.226], [0.017, -0.198, 0.180], [-0.114, 0.269, 0.120], [-0.223, -0.124, -0.156], [0.233, -0.006, -0.184], [-1.261, -1.333, -0.864], [0.166, 3.216, 1.222], [1.387, 2.877, 0.043], [3.240, 0.269, 5.721], [-4.619, -3.239, -7.059], [2.057, -1.807, 0.886]]
}

Entry 4:
{
  "formula": "C44H64OP3PbS5Si",
  "method": "wB97M-V/def2-TZVPD",
  "homo_energy_ev": -10.338,
  "charge": 1,
  "relative_energy_kcal_mol": 0.0,
  "largest_force_ev_per_a": 2.29,
  "species": ["Pb", "C", "C", "C", "P", "C", "C", "C", "C", "C", "C", "C", "C", "C", "Si", "C", "C", "C", "C", "C", "C", "P", "C", "C", "C", "C", "C", "C", "C", "C", "C", "C", "C", "C", "P", "C", "C", "C", "C", "C", "C", "H", "H", "H", "H", "H", "H", "H", "H", "H", "H", "H", "H", "H", "H", "H", "H", "H", "H", "H", "H", "H", "H", "H", "H", "H", "H", "H", "H", "H", "H", "H", "H", "H", "H", "H", "H", "H", "H", "H", "H", "H", "H", "H", "H", "H", "H", "H", "H", "H", "H", "H", "H", "H", "H", "S", "S", "S", "S", "C", "C", "C", "C", "C", "C", "C", "S", "C", "O", "H", "H", "H", "H", "H", "H", "H", "H", "H", "H"],
  "coordinates": [[-0.41155, 0.38668, -1.79247], [4.11131, 2.68343, 0.47066], [2.97640, 3.35269, 1.26664], [3.34564, 3.28752, 2.75695], [1.27287, 2.70374, 0.69959], [0.21464, 4.22609, 1.12663], [0.65391, 5.22861, 2.18653], [-1.27283, 3.89778, 1.20765], [0.91897, 1.36550, 1.91318], [0.62952, 1.74212, 3.22654], [0.46661, 0.77729, 4.22902], [0.57352, -0.57865, 3.90828], [0.78425, -0.97105, 2.58809], [0.94951, -0.01457, 1.59833], [1.21774, -0.69298, -0.11811], [2.90074, -0.36503, -0.85935], [3.93158, -0.46808, 0.03951], [5.29312, -0.56285, -0.38434], [5.60352, -0.44312, -1.72834], [4.57015, -0.30309, -2.65712], [3.23738, -0.22795, -2.23029], [1.92733, 0.25448, -3.43310], [2.53302, 1.82952, -4.23570], [2.93504, 2.87044, -3.19011], [3.65822, 1.77704, -5.28578], [2.05557, -1.00801, -4.78942], [1.73862, -2.40724, -4.20425], [1.08443, -0.60132, -5.92647], [1.01314, -2.58100, -0.29085], [2.19962, -3.23631, -0.60351], [2.28303, -4.63537, -0.66918], [1.15963, -5.37774, -0.46400], [-0.02316, -4.72778, -0.14940], [-0.13372, -3.34157, -0.05282], [-1.81925, -2.55328, 0.08569], [-2.87200, -3.80694, -0.81361], [-3.41459, -5.03325, -0.09994], [-2.28467, -4.16426, -2.18400], [-2.17875, -2.69905, 1.93348], [-3.69406, -2.59100, 2.22897], [-1.56930, -3.85253, 2.71587], [5.00099, 3.36745, 0.58899], [3.83910, 2.58385, -0.57430], [4.38708, 1.70859, 0.94667], [2.94964, 4.37147, 0.93116], [3.36758, 2.25614, 3.09176], [2.74609, 3.87920, 3.42325], [4.37863, 3.67598, 2.86051], [0.36184, 4.73606, 0.18915], [0.47455, 4.91177, 3.19813], [0.06372, 6.13632, 2.01436], [1.71822, 5.52963, 2.06064], [-1.54265, 3.45877, 2.15045], [-1.59104, 3.21651, 0.45307], [-1.86847, 4.82757, 1.13267], [0.60328, 2.77438, 3.51231], [0.25707, 1.09613, 5.24994], [0.45667, -1.34519, 4.65724], [0.86750, -2.03071, 2.34254], [3.73840, -0.45332, 1.08902], [6.08070, -0.59867, 0.34204], [6.62004, -0.54546, -2.11931], [4.80736, -0.29297, -3.73769], [1.59464, 2.17566, -4.74238], [3.87028, 2.56214, -2.68359], [2.17209, 3.06189, -2.44877], [3.12083, 3.80643, -3.70401], [4.65834, 1.70540, -4.80802], [3.61635, 2.70492, -5.82364], [3.54966, 0.94884, -5.97994], [3.08762, -0.96339, -5.16371], [0.85111, -2.37985, -3.56403], [2.58501, -2.79529, -3.62646], [1.53078, -3.13799, -5.01145], [0.04344, -0.62662, -5.60400], [1.14060, -1.32662, -6.74751], [1.31465, 0.40102, -6.34210], [3.08826, -2.71480, -0.78090], [3.25882, -5.11023, -0.85038], [1.18181, -6.47703, -0.46996], [-0.91027, -5.31847, -0.01335], [-3.76466, -3.15684, -1.05051], [-2.63421, -5.68404, 0.35305], [-3.95087, -5.65035, -0.80147], [-4.10893, -4.79704, 0.69763], [-1.52273, -4.91058, -2.15171], [-1.84936, -3.27509, -2.67757], [-3.14288, -4.50694, -2.80524], [-1.78019, -1.74815, 2.28949], [-4.22812, -3.54281, 2.14095], [-4.26730, -1.90266, 1.63857], [-3.79062, -2.23715, 3.28439], [-2.02531, -4.82795, 2.44776], [-1.68935, -3.65294, 3.79233], [-0.47848, -3.91904, 2.56737], [-2.19957, -0.72060, -3.25060], [-2.99507, 0.98178, -4.17083], [-1.37175, 2.18596, -4.43963], [-0.96759, 2.79502, -2.53321], [-4.92991, 1.60746, 5.85969], [-4.63623, 1.47256, 4.41613], [-5.65692, 1.36840, 3.48063], [-5.39706, 1.16376, 2.13057], [-4.08072, 1.10538, 1.71873], [-3.02728, 1.23639, 2.61128], [-3.32106, 1.42491, 3.96327], [-3.61304, 0.63725, 0.03282], [-4.37803, 1.98232, -0.82743], [-2.12433, 0.92882, -0.02653], [-5.99456, 1.46735, 6.08027], [-4.60561, 2.59178, 6.20869], [-4.41063, 0.84751, 6.43482], [-6.69673, 1.35466, 3.81479], [-6.24925, 1.05055, 1.46276], [-1.98242, 1.19072, 2.26176], [-2.47004, 1.53118, 4.65108], [-4.12417, 2.95158, -0.44289], [-5.43732, 1.83360, -0.73029], [-4.13312, 1.90481, -1.88882]],
  "forces_ev_per_angstrom": [[-0.852, 0.653, -0.016], [0.759, 0.456, 1.202], [-0.113, -1.142, -0.018], [0.811, 0.222, -0.625], [0.391, 0.282, 0.222], [0.082, -0.749, 0.018], [0.587, 0.526, -0.663], [0.065, 1.124, 0.359], [-0.288, 0.338, 0.612], [0.215, -1.089, 0.344], [-0.080, -0.225, -0.340], [-0.232, 0.324, -0.062], [0.152, 0.031, 0.548], [0.169, 0.462, -0.720], [-0.068, -0.586, -0.071], [-0.072, 0.635, -0.777], [2.211, -0.361, -0.451], [-1.269, 0.819, -0.045], [-0.118, -0.698, -0.385], [-0.390, -0.046, -0.216], [-0.158, 0.138, -0.302], [0.818, -0.200, -0.673], [-0.536, 0.299, -0.030], [0.342, -0.283, 0.069], [0.159, -0.796, 0.802], [-0.641, 0.012, 0.079], [0.207, -0.032, -0.603], [0.336, -0.038, -0.184], [0.420, 0.961, 0.155], [-0.547, -1.623, 0.219], [1.135, 0.705, -0.184], [-0.543, -0.950, 0.526], [-0.303, 0.122, -0.023], [-0.632, -0.275, -0.267], [0.671, -0.494, 0.358], [-0.877, 0.911, -0.168], [0.648, -0.579, 0.711], [-1.053, 0.966, -0.537], [-0.833, 0.200, -0.594], [0.120, -0.312, 1.246], [0.455, -0.120, 0.106], [-0.662, -0.803, -0.371], [0.236, -0.249, -0.067], [-0.257, 0.868, -0.669], [-0.130, 0.692, -0.132], [-0.091, -0.175, 0.150], [-0.510, 0.169, 0.196], [-0.395, -0.182, -0.050], [0.050, 0.324, -0.637], [-0.013, -0.200, 0.485], [0.040, -0.062, 0.173], [-0.751, -0.250, 0.257], [0.006, -0.260, 0.593], [-0.201, -0.499, -0.715], [0.264, -0.329, -0.088], [-0.087, 0.374, -0.051], [0.107, -0.150, -0.198], [0.006, -0.003, 0.242], [-0.129, 0.236, 0.088], [-0.154, -0.274, 0.658], [0.201, -0.199, 0.313], [-0.253, 0.154, 0.422], [-0.174, 0.197, 0.784], [0.660, -0.176, 0.323], [-0.445, 0.159, -0.255], [-0.280, -0.088, 0.295], [0.143, 0.252, -0.063], [-0.601, 0.036, -0.229], [0.106, 0.432, -0.417], [0.030, 0.038, -0.194], [-0.205, -0.167, 0.087], [0.030, -0.002, 0.004], [-0.210, 0.115, 0.019], [0.127, 0.433, 0.320], [-0.014, 0.172, 0.231], [0.201, 0.125, 0.107], [-0.178, -0.552, 0.265], [1.070, 0.760, -0.205], [-0.552, 0.263, -0.044], [0.022, 0.568, -0.134], [0.039, -0.124, 0.117], [0.669, -0.556, 0.223], [-0.520, 0.422, -0.335], [-0.255, -0.274, -0.393], [-0.037, 0.112, 0.027], [0.391, -0.622, 0.064], [-0.193, -0.395, 0.153], [0.747, 0.067, 0.183], [0.319, -0.013, 0.108], [0.312, 0.089, 0.201], [0.042, 0.613, -0.580], [-0.090, -0.357, -0.657], [0.255, 0.567, 0.266], [-0.245, -0.261, -0.237], [-0.393, -0.101, -0.129], [0.351, 0.368, 0.048], [0.100, -0.106, -0.082], [-0.191, 0.054, -0.373], [0.367, -0.653, 0.289], [-0.405, 0.135, 0.624], [0.210, -0.139, -0.510], [-0.454, -0.348, -0.126], [-0.355, 0.098, 0.286], [0.695, -0.359, -0.610], [0.200, 0.036, 0.454], [0.708, 0.050, -0.360], [0.356, 0.380, 0.269], [-0.303, -0.165, -0.659], [-0.062, -0.151, 0.016], [0.194, 0.243, -0.118], [-0.125, -0.113, 0.163], [0.248, -0.035, 0.108], [0.305, 0.159, -0.050], [0.306, -0.046, -0.065], [-0.703, -0.058, 0.173], [-0.520, -0.080, -0.143], [0.402, 0.342, 0.337], [-0.663, -0.059, 0.055], [0.144, -0.051, 0.147]]
}